The following is a quantum chemistry calculation of C38H30BiBrF7N6O5PS as an isolated structure at a distorted geometry, from OMol25.

Positions of all 90 atoms, in Å:
Bi: -0.3581 -0.1745 -0.7477
C: -4.6212 -4.4619 -5.1581
C: -3.5045 -5.2588 -4.5075
C: -2.8843 -6.2704 -5.4641
C: -1.9416 -7.1853 -4.6932
C: -0.9950 -6.3919 -3.8293
C: 0.1686 -6.9669 -3.3680
C: 1.0581 -6.2324 -2.5900
F: 2.1791 -6.8252 -2.1669
C: 0.8236 -4.9247 -2.2688
C: -0.3439 -4.3127 -2.7390
C: -0.5823 -2.9070 -2.4490
O: 0.1511 -2.3328 -1.5794
C: -1.6227 -2.2934 -3.1849
C: -2.5085 -3.0957 -3.8774
N: -2.4165 -4.4156 -3.9615
C: -1.2643 -5.0478 -3.5053
C: -1.8013 -0.8145 -3.4254
O: -2.5259 -0.4569 -4.3224
O: -1.1091 0.0401 -2.6986
H: -5.3686 -5.1684 -5.5141
H: -4.2607 -3.8895 -6.0141
H: -5.1127 -3.7910 -4.4540
H: -3.9164 -5.8053 -3.6525
H: -2.3419 -5.7390 -6.2504
H: -3.6758 -6.8540 -5.9317
H: -1.3689 -7.8107 -5.3784
H: -2.5220 -7.8599 -4.0570
H: 0.4080 -7.9935 -3.6147
H: 1.5285 -4.3618 -1.6739
H: -3.3361 -2.6066 -4.3683
Br: 6.2598 1.2880 -0.8499
C: 5.3339 1.3994 0.7947
C: 6.0198 1.2583 1.9929
C: 5.2857 1.3754 3.1598
C: 3.9180 1.6019 3.0947
C: 3.3484 1.6963 1.8392
N: 4.0373 1.6058 0.7035
C: 1.8698 1.7779 1.5997
O: 1.4072 2.9730 1.2846
O: 1.1780 0.7732 1.6165
H: 7.0805 1.0582 2.0043
H: 5.7765 1.2790 4.1189
H: 3.3204 1.6933 3.9909
N: 0.9377 3.9212 -1.8624
C: 0.3952 4.9039 -1.0557
C: 0.4571 6.2458 -1.4310
C: -0.0988 7.2172 -0.6213
C: -0.7359 6.8815 0.5718
C: -0.7904 5.5600 0.9613
C: -0.2057 4.5856 0.1616
S: -0.2960 2.9160 0.6838
N: -0.0430 2.1135 -0.6789
C: 0.8046 2.5791 -1.6511
C: 1.5690 1.6252 -2.3456
C: 2.3706 1.9279 -3.4713
C: 3.1125 0.9502 -4.0673
C: 3.1135 -0.3437 -3.5206
C: 2.2997 -0.6030 -2.4515
N: 1.5065 0.3258 -1.8873
H: 1.4728 4.2228 -2.6577
H: 0.9334 6.5183 -2.3648
H: -0.0458 8.2534 -0.9261
H: -1.1893 7.6477 1.1837
H: -1.2919 5.2628 1.8745
H: 2.3677 2.9286 -3.8802
H: 3.6977 1.1689 -4.9499
H: 3.7311 -1.1233 -3.9401
H: 2.2430 -1.5877 -2.0166
F: -2.8728 1.0532 -0.9595
P: -3.5143 1.6264 0.4251
F: -4.6719 2.3368 -0.3677
F: -2.5425 3.0231 0.1609
F: -2.1870 0.9513 1.1737
F: -4.3227 0.2870 0.6416
F: -3.9516 2.2524 1.8128
N: 0.9831 -2.5360 1.4795
C: 0.5662 -3.6461 2.2094
C: 0.2720 -3.5283 3.5684
C: -0.0578 -4.6483 4.3115
C: -0.1013 -5.9021 3.7175
C: 0.1764 -6.0219 2.3637
C: 0.5056 -4.9058 1.6125
H: 0.9087 -2.6053 0.4771
H: 0.7783 -1.6306 1.8719
H: 0.3049 -2.5499 4.0349
H: -0.2829 -4.5487 5.3654
H: -0.3482 -6.7772 4.3031
H: 0.1358 -6.9951 1.8911
H: 0.7307 -5.0052 0.5556

Forces on atoms 1 to 3 (eV/Å):
-0.7 -0.4 0.2
0.1 0.0 0.1
-0.2 -0.2 -0.3

## Properties
LUMO level (spin up / spin down) = -2.8 / -3.9 eV
Net charge = +1
Relative energy (zero: lowest compared OMol25 entry of this formula, charge and spin) = 56.1 kcal/mol
Multiplicity = 2
Orbital gap (spin up / spin down) = 6.66 / 5.87 eV
M = 1135.61 Da
Highest occupied orbital energy (spin up / spin down) = -9.50 / -9.72 eV
DFT total energy = -6398.11766 Eh

***

The following is a quantum chemistry calculation of C38H30ClGeIN6NiO as an isolated structure, from OMol25.

Positions of all 79 atoms, in Å:
Ni: 0.1188 -0.2976 0.6646
Cl: 0.4632 4.5320 5.3246
C: 0.4080 3.0090 4.4943
C: 0.4904 1.8422 5.1956
C: 0.4647 0.5935 4.5401
I: 0.7011 -1.1477 5.6514
C: 0.3575 0.5005 3.1679
O: 0.3662 -0.6350 2.4964
C: 0.2435 1.7310 2.4493
N: 0.1089 1.6211 1.0931
C: -0.0482 2.6976 0.3550
C: -0.0276 3.9851 0.9078
C: 0.1424 4.1266 2.2571
C: 0.2709 2.9889 3.0811
H: 0.5888 1.8692 6.2730
H: -0.2008 2.5466 -0.7063
H: -0.1559 4.8438 0.2640
H: 0.1634 5.1087 2.7108
C: 4.7213 2.5438 3.5883
C: 4.7907 2.8163 2.2282
C: 4.1579 1.9790 1.3204
C: 3.4537 0.8603 1.7737
C: 3.3961 0.5899 3.1415
C: 4.0301 1.4301 4.0448
Ge: 2.5681 -0.2794 0.5097
C: 2.6576 -2.1913 0.8153
C: 3.4106 -2.6964 1.8790
C: 3.4472 -4.0601 2.1264
C: 2.7193 -4.9344 1.3299
C: 1.9704 -4.4470 0.2685
C: 1.9446 -3.0838 0.0147
C: 2.7408 0.2147 -1.3612
C: 3.1506 -0.7416 -2.2943
C: 3.3374 -0.3915 -3.6245
C: 3.1158 0.9138 -4.0394
C: 2.7253 1.8771 -3.1189
C: 2.5414 1.5293 -1.7894
H: 5.2089 3.2027 4.2954
H: 5.3397 3.6794 1.8742
H: 4.2260 2.1935 0.2621
H: 2.8345 -0.2614 3.5074
H: 3.9704 1.2176 5.1057
H: 3.9823 -2.0297 2.5090
H: 4.0441 -4.4414 2.9447
H: 2.7416 -5.9973 1.5329
H: 1.4116 -5.1282 -0.3608
H: 1.3829 -2.7155 -0.8376
H: 3.3548 -1.7584 -1.9845
H: 3.6681 -1.1390 -4.3345
H: 3.2629 1.1849 -5.0770
H: 2.5715 2.9012 -3.4351
H: 2.2585 2.2955 -1.0785
C: -1.5590 -2.6039 -1.7407
C: -2.2974 -1.7089 -0.8119
N: -1.7594 -0.8420 0.0292
C: -2.8067 -0.2363 0.7013
C: -3.9781 -0.7468 0.2606
N: -3.6433 -1.6787 -0.6980
C: -4.6186 -2.4550 -1.4559
N: -5.5465 -1.6089 -2.1338
N: -6.7956 -1.4322 -1.6115
N: -7.4163 -0.5628 -2.2942
C: -6.5917 -0.1203 -3.3109
C: -6.8141 0.8221 -4.3169
C: -5.7751 1.0659 -5.1852
C: -4.5424 0.3954 -5.0652
C: -4.3116 -0.5404 -4.0817
C: -5.3699 -0.7837 -3.2053
H: -0.4921 -2.4296 -1.6296
H: -1.8269 -2.4167 -2.7817
H: -1.7501 -3.6548 -1.5181
H: -2.6307 0.5055 1.4625
H: -5.0033 -0.5439 0.5228
H: -5.2016 -3.0746 -0.7788
H: -4.0839 -3.0878 -2.1592
H: -7.7643 1.3324 -4.3942
H: -5.8973 1.7876 -5.9818
H: -3.7551 0.6228 -5.7724
H: -3.3608 -1.0524 -4.0056

Forces on atoms 1 to 3 (eV/Å):
-0.2 -0.2 -0.4
0.0 -0.1 0.0
0.0 0.2 -0.1

## Properties
LUMO level (spin up / spin down) = -4.2 / -3.5 eV
Net charge = +1
Multiplicity = 2
Orbital gap (spin up / spin down) = 6.03 / 6.64 eV
M = 880.36 Da
Highest occupied orbital energy (spin up / spin down) = -10.21 / -10.12 eV
DFT total energy = -6212.77022 Eh

***

The following is a quantum chemistry calculation of C38H30F6N6OP2SbSe2W as an isolated structure at a distorted geometry, from OMol25.

Positions of all 87 atoms, in Å:
W: 0.5771 1.0749 -0.5945
O: -2.3890 -1.3331 1.7033
C: -1.4097 -1.0322 1.0504
N: -0.6841 0.1209 1.1322
C: -1.3593 1.0380 2.0809
C: -2.0971 2.0727 1.2861
C: -3.2005 2.7670 1.7578
C: -3.8603 3.6291 0.8985
C: -3.3996 3.7464 -0.4080
C: -2.2712 3.0425 -0.7856
N: -1.6163 2.2240 0.0460
C: -0.7453 -2.0166 0.1257
C: -0.9198 -3.3994 0.2950
C: -0.0912 -4.2839 -0.4213
C: 0.9284 -3.7820 -1.1662
C: 1.1091 -2.3077 -1.2894
N: 0.0917 -1.4630 -0.7192
H: -0.6467 1.5082 2.7745
H: -2.0627 0.4608 2.6935
H: -3.5258 2.6220 2.7747
H: -4.7223 4.1856 1.2383
H: -3.9010 4.3816 -1.1204
H: -1.8722 3.1193 -1.7937
H: -1.6768 -3.7469 0.9810
H: -0.2532 -5.3483 -0.3396
H: 1.6301 -4.4088 -1.6943
H: 1.2761 -2.0348 -2.3478
Se: 5.8185 -2.4360 2.9376
P: 5.8112 -2.4418 0.7882
C: 5.7931 -4.0994 0.0556
C: 5.5175 -4.2623 -1.3016
C: 5.5111 -5.5353 -1.8413
C: 5.7812 -6.6371 -1.0426
C: 6.0768 -6.4668 0.2998
C: 6.0838 -5.1998 0.8555
C: 7.1641 -1.4424 0.0987
C: 7.8836 -1.8847 -1.0063
C: 8.9100 -1.1002 -1.5032
C: 9.2262 0.1045 -0.8938
C: 8.5311 0.5206 0.2321
C: 7.5027 -0.2517 0.7372
C: 4.2105 -1.7087 0.3102
C: 3.4468 -0.5963 0.7211
N: 2.2322 -0.7404 0.1729
N: 2.2971 -1.8577 -0.5285
N: 3.4290 -2.4613 -0.4600
P: 3.6625 0.9837 1.6042
Se: 1.6549 1.8891 1.8140
C: 4.1991 0.6326 3.2988
C: 5.4055 1.0931 3.8152
C: 5.6935 0.8790 5.1529
C: 4.7893 0.2163 5.9679
C: 3.5998 -0.2714 5.4427
C: 3.2988 -0.0584 4.1117
C: 4.8692 1.9716 0.6859
C: 5.3559 1.5938 -0.5612
C: 6.2031 2.4520 -1.2379
C: 6.5715 3.6615 -0.6684
C: 6.0844 4.0325 0.5777
C: 5.2106 3.1991 1.2513
H: 5.3045 -3.4061 -1.9234
H: 5.3067 -5.6664 -2.8918
H: 5.7660 -7.6274 -1.4707
H: 6.3111 -7.3202 0.9156
H: 6.3167 -5.0706 1.9042
H: 7.6596 -2.8354 -1.4668
H: 9.4637 -1.4374 -2.3653
H: 10.0262 0.7106 -1.2900
H: 8.7969 1.4460 0.7198
H: 6.9743 0.0491 1.6332
H: 6.1081 1.6292 3.1923
H: 6.6197 1.2466 5.5674
H: 5.0092 0.0912 7.0167
H: 2.9055 -0.7981 6.0791
H: 2.3616 -0.4104 3.6979
H: 5.0563 0.6627 -1.0205
H: 6.5570 2.1799 -2.2194
H: 7.2259 4.3300 -1.2064
H: 6.3682 4.9781 1.0154
H: 4.7723 3.4907 2.1974
F: -0.7572 0.9212 -1.8786
Sb: 1.2929 2.3840 -3.5628
F: 1.4490 0.1289 -1.9927
F: 2.4750 1.7146 -0.7616
F: 3.1924 1.6823 -3.4383
F: 0.5401 2.9579 -0.7723
F: 0.6812 0.6436 -4.3657

Forces on atoms 1 to 3 (eV/Å):
0.0 -3.7 6.5
0.3 0.0 -0.2
0.1 -0.7 -0.7

## Properties
LUMO level (spin up / spin down) = -9.3 / -9.3 eV
Net charge = +2
Relative energy (zero: lowest compared OMol25 entry of this formula, charge and spin) = 102.7 kcal/mol
Multiplicity = 2
Orbital gap (spin up / spin down) = 2.71 / 2.71 eV
M = 1226.16 Da
Highest occupied orbital energy (spin up / spin down) = -11.98 / -11.98 eV
DFT total energy = -8261.46046 Eh